Record 1
Computed, not measured: C29H31FIrN4Se as an isolated structure in a non-equilibrium geometry, with the ωB97M-V functional and the def2-TZVPD basis.

For the LUMO energy (alpha / beta), the calculation gives -0.4 / -0.9 eV. Its expectation value of S² is 0.75. As for the energy relative to the best compared isomer or geometry (same formula, charge and spin): 198.7 kJ/mol.

Structure (ORCA input):
```
! wB97M-V def2-TZVPD RIJCOSX def2/J DEFGRID3
* xyz 0 2
H -4.4082 0.0890 0.7570
H -1.6189 0.2078 1.7917
H -0.2682 2.9140 3.9730
H 4.4200 -6.0087 1.0290
H -0.9744 -1.4006 -1.0780
C -1.7475 2.1612 -0.0333
C 0.9671 2.6914 2.2173
C 2.0575 2.3640 0.0623
C -1.3257 -0.4226 -0.7408
H -5.1123 -0.9182 2.0261
H 1.8014 1.5766 3.8308
C 3.7315 -6.6602 -0.8831
H 1.9714 -0.2730 -5.7902
H -3.5276 -1.3488 1.3440
C 0.1085 1.7469 -3.7711
H -4.2778 2.7534 2.1540
C 2.9302 -6.4340 -1.9818
C 2.9825 1.4922 0.6580
H 0.4055 3.6985 0.3979
H -1.8536 1.4359 3.0081
C 1.4378 -3.0711 -1.0518
H 1.1390 -2.6889 -0.0681
C 1.0593 2.9527 0.8340
C -0.0218 3.4533 3.0574
C 1.8626 1.8012 2.7714
H 2.1603 2.6392 -0.9808
C -3.6432 2.9008 1.2863
H -3.2290 4.9299 -1.3869
H -0.6020 2.5611 -3.7970
C -2.5867 2.0092 1.0810
Ir -0.1661 0.9575 -0.4531
N 1.4940 -0.3170 -1.3168
C 1.5506 0.1311 -4.8772
H 2.9170 -7.1507 -2.7932
C -3.0587 4.1156 -0.6912
H -4.6975 4.6397 0.6044
C -4.1779 -0.5049 1.6431
C 3.0058 -4.6380 0.1338
N -3.5571 0.3320 2.6547
N 2.9099 -1.3129 -3.3355
C -3.2679 -0.4492 3.8445
H -2.3974 -0.3768 -0.5383
N 0.4596 1.2583 -2.5537
H 1.5428 -5.0790 -2.8845
H 3.7614 1.0419 0.0576
H -1.3791 3.3648 -1.7755
H 3.0350 -3.9449 0.9684
C 1.3126 0.2406 -2.5234
H 0.3664 1.6623 -5.8639
C 3.7828 -5.7881 0.1819
F 4.4957 -7.7739 -0.8519
C 2.8737 1.2110 1.9976
H 3.5751 0.5324 2.4673
H 0.5440 -3.1327 -1.6789
H -4.1888 -0.8833 4.2361
Se 2.6670 -1.6242 -1.5956
H 0.4040 4.4173 3.3496
C 2.1644 -5.2767 -2.0180
C -2.3396 0.9600 2.1524
H -2.8382 0.1917 4.6160
C 0.6473 1.2220 -4.9171
C -2.0146 3.2267 -0.9040
H -0.9421 3.6523 2.5045
C 1.9333 -0.3730 -3.6579
C -3.8815 3.9525 0.4175
H -2.5594 -1.2741 3.6463
C 2.1853 -4.3627 -0.9622
*
```

Atom charges from the natural (NBO) analysis, given in e for atoms 1 to 8: number 1, H, carries 0.210; number 2, H, carries 0.178; number 3, H, carries 0.216; number 4, H, carries 0.233; number 5, H, carries 0.156; number 6, C, carries -0.221; number 7, C, carries -0.010; number 8, C, carries -0.248

=====

Record 2
Computed, not measured: C4H9NO as an isolated structure in a non-equilibrium geometry, with the ωB97M-V functional and the def2-TZVPD basis.

For the LUMO energy, the calculation gives -0.2 eV. As for the energy relative to the best compared isomer or geometry (same formula, charge and spin): 597.7 kJ/mol.

Structure (ORCA input):
```
! wB97M-V def2-TZVPD RIJCOSX def2/J DEFGRID3
* xyz 0 1
H -1.2841 1.1193 0.9673
C 0.6629 -0.4593 0.5421
N 0.3426 0.6491 -0.3353
C -0.9758 1.2405 -0.0830
C 1.3886 1.6489 -0.4112
C 0.0380 -1.6398 0.2702
H 0.8286 -0.2045 1.5958
H -1.0134 2.3087 -0.3358
H -1.7031 0.7540 -0.7447
H -0.7278 -1.4131 -0.7872
H 1.3654 2.2369 0.5362
H 1.2563 2.2310 -1.3328
H 2.3577 1.1615 -0.5301
O -1.3368 -1.8888 0.0136
H 0.5691 -2.5003 0.6639
*
```

Atom charges from the natural (NBO) analysis, given in e for atoms 1 to 8: number 1, H, carries 0.184; number 2, C, carries -0.132; number 3, N, carries -0.501; number 4, C, carries -0.426; number 5, C, carries -0.403; number 6, C, carries 0.013; number 7, H, carries 0.216; number 8, H, carries 0.199

=====

Record 3
Computed, not measured: a 2-piece molecular cluster, FHN2O overall in a non-equilibrium geometry, with the ωB97M-V functional and the def2-TZVPD basis.

For the LUMO energy (alpha / beta), the calculation gives 0.9 / -4.0 eV. Its expectation value of S² is 2.02. As for the energy relative to the best compared isomer or geometry (same formula, charge and spin): 102.2 kJ/mol.

Structure (ORCA input):
```
! wB97M-V def2-TZVPD RIJCOSX def2/J DEFGRID3
* xyz 0 3
H 0.5578 -0.5636 2.0815
N 0.4000 -0.1744 -0.8642
O -1.5760 0.7144 -1.4997
F 1.1798 -0.2447 1.4616
N -0.5616 0.2683 -1.1791
*
```

In elementary charge units, the natural (NBO) charges are: number 1, H, carries 0.557; number 2, N, carries -0.054; number 3, O, carries -0.098; number 4, F, carries -0.547; number 5, N, carries 0.142

=====

Record 4
Computed, not measured: a 2-piece molecular cluster, C4H12 overall in a non-equilibrium geometry, with the ωB97M-V functional and the def2-TZVPD basis.

For the LUMO energy, the calculation gives 1.2 eV. As for the energy relative to the best compared isomer or geometry (same formula, charge and spin): 99.7 kJ/mol.

Structure (ORCA input):
```
! wB97M-V def2-TZVPD RIJCOSX def2/J DEFGRID3
* xyz 0 1
H -0.9571 1.0609 0.9601
H -2.5522 1.5561 0.7796
H 2.1173 -2.3860 0.2448
C -1.6571 1.3647 0.2497
C 2.0149 -1.4323 -0.1988
H 3.0428 -1.1943 -0.5674
H -1.3684 2.3330 -0.0382
H 0.5846 0.0550 0.7061
H 1.3436 -1.2841 -1.0307
H 2.2202 0.0855 1.2718
H -0.9576 0.0645 -1.3219
C 1.4399 -0.6485 1.0297
C -1.8572 0.5788 -1.0347
H -2.0540 1.2772 -1.9300
H 1.2476 -1.2859 1.8232
H -2.6072 -0.1445 -0.9431
*
```

Atom charges from the natural (NBO) analysis, given in e for atoms 1 to 8: number 1, H, carries 0.204; number 2, H, carries 0.203; number 3, H, carries 0.207; number 4, C, carries -0.613; number 5, C, carries -0.619; number 6, H, carries 0.202; number 7, H, carries 0.203; number 8, H, carries 0.204

=====

Record 5
Computed, not measured: C5H8O as an isolated structure in a non-equilibrium geometry, with the ωB97M-V functional and the def2-TZVPD basis.

For the LUMO energy, the calculation gives 1.1 eV. As for the energy relative to the best compared isomer or geometry (same formula, charge and spin): 292.7 kJ/mol.

Structure (ORCA input):
```
! wB97M-V def2-TZVPD RIJCOSX def2/J DEFGRID3
* xyz 0 1
C -0.1840 0.0181 0.6471
C -0.4027 -0.1431 -0.8196
C 0.6034 -1.1752 -1.2135
H -0.2376 1.4745 2.2754
H 0.2631 -2.1658 -0.8661
C -0.7623 1.2679 1.3397
O 2.7916 -0.1306 -0.0084
H 0.7255 -1.2258 -2.3175
C 1.6670 -0.5067 -0.0287
H -0.6899 2.1607 0.7067
H -0.2771 0.8190 -1.3358
H -0.3977 -0.8848 1.2241
H -1.2643 -0.6863 -1.2148
H -1.8349 1.1780 1.6114
*
```

Atom charges from the natural (NBO) analysis, given in e for atoms 1 to 8: number 1, C, carries -0.230; number 2, C, carries -0.475; number 3, C, carries -0.481; number 4, H, carries 0.223; number 5, H, carries 0.211; number 6, C, carries -0.643; number 7, O, carries -0.514; number 8, H, carries 0.224

=====

Record 6
Computed, not measured: one molecule with the formula C5H14N2O2 in a non-equilibrium geometry, with the ωB97M-V functional and the def2-TZVPD basis.

For the LUMO energy, the calculation gives 0.9 eV. As for the energy relative to the best compared isomer or geometry (same formula, charge and spin): 272.0 kJ/mol.

Structure (ORCA input):
```
! wB97M-V def2-TZVPD RIJCOSX def2/J DEFGRID3
* xyz 0 1
H -0.0335 -0.6519 1.3504
H -1.8098 -1.8544 -0.8540
N 0.0896 -1.5426 -0.5520
C -2.5287 -0.4267 0.1989
H -2.5280 -0.8533 1.2122
H 0.6872 -2.2493 -0.1421
C -0.0115 -0.3957 0.2910
C -1.0166 0.5778 -0.1153
N -1.0397 1.8194 0.5734
O -2.6658 -1.3884 -0.7972
C 1.5473 0.6154 -0.0273
C 2.7381 -0.1776 0.4611
H 2.7685 -1.1636 -0.0070
H 1.0587 1.4676 -1.7046
H -1.8300 2.3900 0.3018
H -3.3496 0.2875 0.1050
H -1.0633 0.7190 -1.1956
H -1.0488 1.6998 1.5795
H 3.6788 0.3229 0.2150
O 1.6518 0.7561 -1.4401
H 1.5244 1.6014 0.4487
H 2.6897 -0.2948 1.5434
H 0.4912 -1.2587 -1.4452
*
```

Atom charges from the natural (NBO) analysis, given in e for atoms 1 to 8: number 1, H, carries 0.194; number 2, H, carries 0.495; number 3, N, carries -0.859; number 4, C, carries -0.073; number 5, H, carries 0.142; number 6, H, carries 0.374; number 7, C, carries -0.053; number 8, C, carries -0.075